Arrangement a

# C3H10NO4

A 3-piece molecular cluster, C3H10NO4 overall (the ωB97M-V functional and the def2-TZVPD basis, the OMol25 dataset).

Cartesian coordinates (Å):
1 O -0.81 -0.18 0.08
2 C 0.45 -0.20 -0.01
3 O 1.19 -1.10 0.48
4 C 1.09 0.98 -0.92
5 C 0.21 2.16 -0.99
6 N 1.33 0.36 -2.22
7 H 2.00 1.18 -0.39
8 H -0.25 2.40 0.00
9 H 0.64 3.04 -1.45
10 H -0.63 1.89 -1.62
11 H 1.93 -0.46 -2.16
12 H 0.54 -0.03 -2.67
13 H -1.42 0.60 1.61
14 H -1.12 0.49 3.14
15 O -1.73 0.84 2.48
16 H -0.69 -2.31 1.43
17 H -1.52 -1.92 0.25
18 O -1.02 -2.66 0.60

Values from the calculation:
HOMO level = -4.197 eV
E_LUMO = 3.983 eV
HOMO-LUMO gap = 8.18 eV
Spin multiplicity = 1
Net charge = -1

The Mulliken scheme yields these atomic charges, measured in e: number 1, O, carries -0.941; number 2, C, carries 0.574; number 3, O, carries -0.757; number 4, C, carries 0.456; number 5, C, carries -1.235; number 6, N, carries -0.768; number 7, H, carries 0.289; number 8, H, carries 0.267; number 9, H, carries 0.346; number 10, H, carries 0.231; number 11, H, carries 0.302; number 12, H, carries 0.257; number 13, H, carries 0.406; number 14, H, carries 0.294; number 15, O, carries -0.714; number 16, H, carries 0.290; number 17, H, carries 0.332; number 18, O, carries -0.629

Arrangement b

# C3H10NO4

A 3-piece molecular cluster, C3H10NO4 overall (the ωB97M-V functional and the def2-TZVPD basis, the OMol25 dataset).

Cartesian coordinates (Å):
1 C -1.49 -0.60 0.35
2 N -0.18 -1.15 0.18
3 C 0.99 -0.68 0.91
4 O 0.90 0.32 1.67
5 O 1.96 -1.39 0.81
6 C -2.33 -0.82 -0.95
7 H -2.00 -1.07 1.22
8 H -1.37 0.50 0.55
9 H 0.14 -2.06 -0.20
10 H -2.86 -1.75 -0.95
11 H -1.60 -0.83 -1.79
12 H -3.23 -0.15 -1.14
13 H 0.35 1.66 -1.50
14 H -0.35 0.48 -2.08
15 O 0.08 1.28 -2.38
16 H 1.03 1.53 0.67
17 H -0.28 2.36 0.50
18 O 0.60 2.29 0.10

Values from the calculation:
HOMO level = -4.806 eV
E_LUMO = 3.683 eV
HOMO-LUMO gap = 8.49 eV
Spin multiplicity = 1
Net charge = -1

The Mulliken scheme yields these atomic charges, measured in e: number 1, C, carries -0.078; number 2, N, carries -0.128; number 3, C, carries 0.541; number 4, O, carries -0.818; number 5, O, carries -0.746; number 6, C, carries -1.092; number 7, H, carries 0.302; number 8, H, carries 0.031; number 9, H, carries 0.210; number 10, H, carries 0.316; number 11, H, carries 0.351; number 12, H, carries 0.264; number 13, H, carries 0.459; number 14, H, carries 0.259; number 15, O, carries -0.739; number 16, H, carries 0.392; number 17, H, carries 0.278; number 18, O, carries -0.801

Arrangement c

# C3H10NO4

A 3-piece molecular cluster, C3H10NO4 overall (the ωB97M-V functional and the def2-TZVPD basis, the OMol25 dataset).

Cartesian coordinates (Å):
1 O 1.30 0.98 -0.49
2 C 1.05 0.73 0.71
3 O 0.16 1.31 1.39
4 C 1.83 -0.43 1.38
5 C 1.21 -1.76 0.89
6 N 1.75 -0.33 2.81
7 H 2.81 -0.25 0.93
8 H 0.44 -1.64 0.13
9 H 1.89 -2.48 0.42
10 H 0.68 -2.17 1.75
11 H 1.58 -1.16 3.34
12 H 1.44 0.55 3.18
13 H -0.54 2.19 -0.27
14 H -1.17 2.65 -1.63
15 O -1.37 2.45 -0.72
16 H -4.12 -0.02 -3.87
17 H -4.28 -0.21 -5.39
18 O -4.65 -0.41 -4.56

Values from the calculation:
HOMO level = -4.347 eV
E_LUMO = 3.056 eV
HOMO-LUMO gap = 7.40 eV
Spin multiplicity = 1
Net charge = -1

The Mulliken scheme yields these atomic charges, measured in e: number 1, O, carries -0.785; number 2, C, carries 0.395; number 3, O, carries -0.851; number 4, C, carries 0.750; number 5, C, carries -1.300; number 6, N, carries -0.605; number 7, H, carries 0.176; number 8, H, carries 0.277; number 9, H, carries 0.227; number 10, H, carries 0.384; number 11, H, carries 0.152; number 12, H, carries 0.214; number 13, H, carries 0.379; number 14, H, carries 0.262; number 15, O, carries -0.676; number 16, H, carries 0.341; number 17, H, carries 0.305; number 18, O, carries -0.645

Most stable structure - arrangement b; separation to the second - 4.7 kcal/mol.

Arrangement a

# C23H27N3O6S

C23H27N3O6S as an isolated structure (the ωB97M-V functional and the def2-TZVPD basis, the OMol25 dataset).

Cartesian coordinates (Å):
1 C -6.76 -0.22 0.50
2 H -7.13 -1.19 0.18
3 O -5.46 -0.30 1.12
4 C -4.54 -1.11 0.54
5 C -4.61 -1.83 -0.85
6 C -3.58 -2.41 -1.13
7 C -2.45 -2.56 -0.26
8 C -2.35 -1.84 0.71
9 C -3.49 -1.16 1.24
10 H -3.36 -0.77 2.29
11 H -1.50 -1.70 1.46
12 C -1.28 -3.06 -1.12
13 N 0.01 -3.36 -0.27
14 C 1.08 -2.31 -0.36
15 O 1.19 -1.72 -1.51
16 C 2.05 -2.52 0.84
17 N 3.20 -1.67 0.57
18 C 4.39 -2.01 0.38
19 O 4.83 -3.02 0.23
20 C 5.46 -0.82 0.27
21 H 6.25 -1.25 -0.57
22 O 4.93 0.44 -0.26
23 C 3.80 0.87 0.02
24 C 3.44 2.16 0.02
25 C 2.25 2.75 -0.04
26 C 1.39 1.71 0.65
27 C 1.60 0.16 0.79
28 C 2.88 0.01 0.41
29 H 0.73 -0.33 1.29
30 S -0.29 2.22 1.20
31 O -0.16 3.68 1.64
32 O -0.96 1.20 1.80
33 N -1.21 2.47 -0.21
34 C -1.84 1.13 -0.86
35 C -1.03 0.67 -2.02
36 C -0.73 2.07 -2.98
37 C -0.06 3.05 -2.50
38 C -0.94 3.52 -0.87
39 H -0.45 4.32 -0.54
40 H -2.00 4.04 -1.41
41 H 0.13 3.80 -2.86
42 H 0.76 2.80 -1.74
43 H -0.25 1.47 -3.82
44 H -1.78 2.05 -3.40
45 H -0.14 0.41 -1.75
46 H -1.39 -0.15 -2.51
47 H -1.82 0.39 -0.01
48 H -2.70 1.37 -1.14
49 H 2.04 3.72 0.04
50 H 4.14 2.83 -0.48
51 H 5.92 -0.63 1.12
52 H 1.69 -2.32 1.65
53 H 2.80 -3.41 0.57
54 H -0.01 -3.79 0.79
55 H -0.75 -2.73 -1.83
56 H -1.41 -4.10 -1.05
57 H -3.59 -2.83 -2.23
58 H -5.59 -1.58 -1.26
59 H -6.61 0.43 -0.49
60 H -7.32 0.35 1.35

Values from the calculation:
HOMO level = -7.345 eV
E_LUMO = 0.071 eV
HOMO-LUMO gap = 7.42 eV
Spin multiplicity = 1

The Mulliken scheme yields these atomic charges, measured in e: number 1, C, carries -0.846; number 2, H, carries 0.367; number 3, O, carries -0.370; number 4, C, carries 0.438; number 5, C, carries -0.550; number 6, C, carries -0.964; number 7, C, carries 0.949; number 8, C, carries 0.155; number 9, C, carries -0.309; number 10, H, carries 0.274; number 11, H, carries 0.182; number 12, C, carries -1.925; number 13, N, carries -0.269; number 14, C, carries 0.775; number 15, O, carries -0.641; number 16, C, carries -1.647; number 17, N, carries 0.023; number 18, C, carries 0.907; number 19, O, carries -0.549; number 20, C, carries -0.581; number 21, H, carries 0.247; number 22, O, carries -0.501; number 23, C, carries 0.373; number 24, C, carries -0.992; number 25, C, carries -1.025; number 26, C, carries 0.202; number 27, C, carries 0.005; number 28, C, carries 0.374; number 29, H, carries 0.624; number 30, S, carries 0.887; number 31, O, carries -0.762; number 32, O, carries -0.518; number 33, N, carries 0.238; number 34, C, carries -0.418; number 35, C, carries -0.920; number 36, C, carries -0.824; number 37, C, carries -1.260; number 38, C, carries -1.056; number 39, H, carries 0.638; number 40, H, carries 0.138; number 41, H, carries 1.149; number 42, H, carries 0.081; number 43, H, carries 0.346; number 44, H, carries 0.373; number 45, H, carries 0.212; number 46, H, carries 0.959; number 47, H, carries -0.480; number 48, H, carries 0.981; number 49, H, carries 0.639; number 50, H, carries 0.353; number 51, H, carries 0.363; number 52, H, carries 0.654; number 53, H, carries 0.357; number 54, H, carries 0.344; number 55, H, carries 1.222; number 56, H, carries 0.379; number 57, H, carries 0.157; number 58, H, carries 0.507; number 59, H, carries 0.290; number 60, H, carries 0.244

Arrangement b

# C23H27N3O6S

One molecule with the formula C23H27N3O6S (the ωB97M-V functional and the def2-TZVPD basis, the OMol25 dataset).

Cartesian coordinates (Å):
1 C -1.49 1.95 2.61
2 O -0.16 2.13 2.17
3 C 0.04 2.73 0.98
4 C 1.37 2.83 0.56
5 C 1.68 3.44 -0.64
6 C 0.67 3.94 -1.46
7 C -0.65 3.84 -1.05
8 N -1.69 4.33 -1.85
9 S -3.04 3.41 -2.19
10 O -3.75 4.13 -3.20
11 O -3.71 3.06 -0.98
12 C -2.33 1.94 -2.93
13 C -2.41 1.75 -4.30
14 C -1.80 0.66 -4.88
15 C -1.08 -0.24 -4.09
16 N -0.44 -1.32 -4.64
17 C 0.28 -2.17 -3.89
18 C 0.45 -2.03 -2.55
19 C 1.31 -3.05 -1.87
20 O 1.74 -4.02 -2.49
21 N 1.58 -2.79 -0.59
22 C 2.39 -3.65 0.25
23 C 1.94 -3.54 1.70
24 C 2.32 -2.19 2.32
25 O 1.99 -2.08 3.68
26 C 0.62 -1.86 3.99
27 C 0.06 -3.05 4.76
28 C 0.53 -0.58 4.83
29 C -0.19 -0.93 -1.84
30 O -0.09 -0.71 -0.63
31 C -0.99 -0.04 -2.70
32 C -1.65 1.05 -2.13
33 C -0.97 3.25 0.17
34 H -2.00 2.91 2.76
35 H -2.07 1.34 1.90
36 H -1.42 1.43 3.56
37 H 2.15 2.43 1.19
38 H 2.71 3.52 -0.96
39 H 0.91 4.41 -2.40
40 H -1.39 4.84 -2.67
41 H -2.95 2.48 -4.89
42 H -1.86 0.50 -5.95
43 H -0.52 -1.47 -5.64
44 H 0.75 -3.00 -4.39
45 H 1.14 -1.98 -0.17
46 H 3.44 -3.36 0.16
47 H 2.28 -4.67 -0.12
48 H 2.42 -4.33 2.29
49 H 0.86 -3.69 1.76
50 H 3.41 -2.06 2.28
51 H 1.85 -1.37 1.76
52 H 0.05 -1.72 3.06
53 H 0.62 -3.19 5.68
54 H -0.99 -2.88 5.00
55 H 0.14 -3.96 4.17
56 H 1.16 -0.67 5.71
57 H -0.50 -0.41 5.15
58 H 0.86 0.28 4.25
59 H -1.60 1.18 -1.06
60 H -2.00 3.21 0.46

Values from the calculation:
HOMO level = -8.558 eV
E_LUMO = -0.296 eV
Structure (SMILES) = COc1cccc(NS(=O)(=O)c2ccc3[nH]cc(C(=O)NCCCOC(C)C)c(=O)c3c2)c1
HOMO-LUMO gap = 8.26 eV
Spin multiplicity = 1

The Mulliken scheme yields these atomic charges, measured in e: number 1, C, carries -0.764; number 2, O, carries -0.366; number 3, C, carries 0.736; number 4, C, carries -0.703; number 5, C, carries -0.673; number 6, C, carries -0.893; number 7, C, carries 0.179; number 8, N, carries -0.232; number 9, S, carries 1.176; number 10, O, carries -0.698; number 11, O, carries -0.632; number 12, C, carries 0.072; number 13, C, carries -0.635; number 14, C, carries -1.022; number 15, C, carries 0.232; number 16, N, carries -0.022; number 17, C, carries -0.312; number 18, C, carries -0.648; number 19, C, carries 0.343; number 20, O, carries -0.754; number 21, N, carries 0.081; number 22, C, carries -0.877; number 23, C, carries -0.416; number 24, C, carries -0.465; number 25, O, carries -0.412; number 26, C, carries 0.935; number 27, C, carries -1.465; number 28, C, carries -1.463; number 29, C, carries 1.418; number 30, O, carries -0.761; number 31, C, carries 0.010; number 32, C, carries -0.501; number 33, C, carries -0.209; number 34, H, carries 0.379; number 35, H, carries 0.324; number 36, H, carries 0.104; number 37, H, carries 0.473; number 38, H, carries 0.393; number 39, H, carries 0.361; number 40, H, carries 0.323; number 41, H, carries 0.554; number 42, H, carries 0.367; number 43, H, carries 0.232; number 44, H, carries 0.494; number 45, H, carries 0.227; number 46, H, carries 0.236; number 47, H, carries 0.456; number 48, H, carries 0.391; number 49, H, carries 0.208; number 50, H, carries 0.280; number 51, H, carries 0.272; number 52, H, carries 0.175; number 53, H, carries 0.323; number 54, H, carries 0.390; number 55, H, carries 0.356; number 56, H, carries 0.375; number 57, H, carries 0.373; number 58, H, carries 0.242; number 59, H, carries 0.773; number 60, H, carries 0.660

Most stable structure - arrangement b; separation to the second - 531.3 kcal/mol.

Arrangement a

# C5H8N2

An isolated ion of composition C5H8N2 and charge +2 (the ωB97M-V functional and the def2-TZVPD basis, the OMol25 dataset).

Cartesian coordinates (Å):
1 C -2.09 0.91 0.07
2 N -1.97 -0.37 -0.04
3 C -0.81 -1.15 0.02
4 N 0.39 -0.70 -0.02
5 C 1.81 -1.20 0.01
6 C 1.44 0.24 0.06
7 C 1.73 1.54 -0.02
8 H -3.20 1.38 -0.08
9 H -1.15 1.52 0.30
10 H -2.94 -0.80 -0.27
11 H -1.05 -2.26 -0.16
12 H 1.88 -1.69 1.01
13 H 2.35 -1.66 -0.79
14 H 0.89 2.35 -0.23
15 H 2.73 1.88 0.12

Values from the calculation:
HOMO level = -19.363 eV
E_LUMO = -11.370 eV
Structure (SMILES) = C=[NH+]/C=[N+]1/CC1=C
HOMO-LUMO gap = 7.99 eV
Spin multiplicity = 1
Net charge = +2

The Mulliken scheme yields these atomic charges, measured in e: number 1, C, carries -0.004; number 2, N, carries 0.009; number 3, C, carries 0.163; number 4, N, carries -0.013; number 5, C, carries -0.401; number 6, C, carries 0.528; number 7, C, carries -0.611; number 8, H, carries 0.332; number 9, H, carries 0.133; number 10, H, carries 0.386; number 11, H, carries 0.376; number 12, H, carries 0.291; number 13, H, carries 0.312; number 14, H, carries 0.191; number 15, H, carries 0.308

Arrangement b

# C5H8N2

A 2-piece molecular cluster, C5H8N2 overall (the ωB97M-V functional and the def2-TZVPD basis, the OMol25 dataset).

Cartesian coordinates (Å):
1 C 0.51 -1.74 1.00
2 C -0.22 1.68 -1.20
3 C 1.21 -2.42 1.98
4 C 0.18 2.90 -1.53
5 C -1.10 -0.47 -0.44
6 N -0.25 -1.26 0.27
7 N -0.61 0.70 -0.72
8 H 1.78 -1.66 2.61
9 H 0.72 -3.16 2.57
10 H 1.96 -3.03 1.41
11 H -0.23 3.61 -0.89
12 H 1.21 3.11 -1.76
13 H -0.43 3.10 -2.43
14 H -3.05 -0.18 0.29
15 H -1.69 -1.18 -1.16

Values from the calculation:
HOMO level (alpha / beta) = -18.649 / -19.110 eV
E_LUMO (alpha / beta) = -9.195 / -10.991 eV
HOMO-LUMO gap (alpha / beta) = 9.45 / 8.12 eV
Spin multiplicity = 1
Net charge = +2

The Mulliken scheme yields these atomic charges, measured in e: number 1, C, carries 0.414; number 2, C, carries 0.444; number 3, C, carries -0.842; number 4, C, carries -0.963; number 5, C, carries -0.265; number 6, N, carries 0.143; number 7, N, carries 0.148; number 8, H, carries 0.323; number 9, H, carries 0.361; number 10, H, carries 0.337; number 11, H, carries 0.350; number 12, H, carries 0.371; number 13, H, carries 0.347; number 14, H, carries 0.318; number 15, H, carries 0.514

Most stable structure - arrangement a; separation to the second - 39.5 kcal/mol.

Arrangement a

# C2H6N2OS2

One molecule with the formula C2H6N2OS2 (the ωB97M-V functional and the def2-TZVPD basis, the OMol25 dataset).

Cartesian coordinates (Å):
1 C 1.54 -1.18 1.04
2 S 1.39 -0.57 -0.72
3 C -0.22 0.45 -0.77
4 N -1.43 0.11 -0.72
5 S -1.91 -1.61 -0.15
6 N 0.27 1.71 -1.05
7 O -0.71 2.57 -0.85
8 H 2.06 -0.42 1.80
9 H 2.12 -2.16 0.94
10 H 0.56 -1.43 1.62
11 H -3.23 -1.36 -0.14
12 H 1.16 1.82 -0.46
13 H -1.60 2.08 -0.54

Values from the calculation:
HOMO level = -8.886 eV
E_LUMO = 0.243 eV
Structure (SMILES) = CS/C(=N\S)NO
HOMO-LUMO gap = 9.13 eV
Spin multiplicity = 1

The Mulliken scheme yields these atomic charges, measured in e: number 1, C, carries -0.670; number 2, S, carries -0.133; number 3, C, carries 0.613; number 4, N, carries -0.652; number 5, S, carries -0.138; number 6, N, carries -0.150; number 7, O, carries -0.465; number 8, H, carries 0.250; number 9, H, carries 0.263; number 10, H, carries 0.248; number 11, H, carries 0.163; number 12, H, carries 0.294; number 13, H, carries 0.376

Arrangement b

# C2H6N2OS2

One molecule with the formula C2H6N2OS2 (the ωB97M-V functional and the def2-TZVPD basis, the OMol25 dataset).

Cartesian coordinates (Å):
1 C -1.53 1.10 -0.73
2 O -0.56 0.24 -1.36
3 N -0.41 -0.93 -0.67
4 C 0.40 -0.96 0.44
5 S 0.29 -2.19 1.53
6 N 1.29 0.07 0.46
7 S 2.47 0.32 1.66
8 H -2.51 0.62 -0.71
9 H -1.56 1.98 -1.32
10 H -1.21 1.33 0.30
11 H -1.24 -1.51 -0.63
12 H 1.31 0.65 -0.36
13 H 3.25 -0.72 1.39

Values from the calculation:
HOMO level = -8.484 eV
E_LUMO = 0.627 eV
Structure (SMILES) = CONC(=S)NS
HOMO-LUMO gap = 9.11 eV
Spin multiplicity = 1

The Mulliken scheme yields these atomic charges, measured in e: number 1, C, carries -0.532; number 2, O, carries -0.385; number 3, N, carries -0.093; number 4, C, carries 0.280; number 5, S, carries -0.375; number 6, N, carries -0.298; number 7, S, carries -0.123; number 8, H, carries 0.267; number 9, H, carries 0.256; number 10, H, carries 0.274; number 11, H, carries 0.267; number 12, H, carries 0.325; number 13, H, carries 0.137

Most stable structure - arrangement b; separation to the second - 40.7 kcal/mol.